ORCA calculation (wB97M-V/def2-TZVPD) on a 2-piece molecular cluster, H4O2 overall.

XYZ file:
```
6
Properties=species:S:1:pos:R:3:forces:R:3
H -0.75870 0.62936 -0.57265 0.35 -0.51 0.11
H 1.34775 -0.63288 -0.51732 -0.04 -0.04 0.15
O 1.53116 -1.33316 0.11866 -1.47 -0.07 1.31
O -1.37265 1.32247 -0.36992 -0.41 0.68 -1.09
H 0.76920 -1.33367 0.77982 1.56 0.11 -1.46
H -1.51677 1.34788 0.56141 0.02 -0.16 0.97
```
Forces are in eV/Å.

Results
Structure (SMILES) ... O.O
Kohn-Sham gap ... 12.3 eV
E ... -152.86244 a.u.
Energy above the lowest of the compared OMol25 structures with the same formula, charge and spin ... 7.8 kcal per mole
Charge ... 0
2S+1 ... 1